ORCA calculation (the ωB97M-V functional and the def2-TZVPD basis) on a cluster of 9 separate species, C11H29Cl4N7O14 in total.

```
! wB97M-V def2-TZVPD RIJCOSX def2/J DEFGRID3
* xyz 0 1
H 14.001 15.418 8.482
H 12.584 9.573 5.778
C 13.292 10.084 6.424
O 11.861 10.547 8.129
O 6.174 12.494 10.205
O 13.455 12.142 13.050
H 11.974 10.057 14.764
Cl 11.549 15.726 9.854
N 14.169 16.386 6.556
N 12.531 11.009 7.241
O 9.406 6.918 10.823
C 14.807 15.773 7.802
C 6.945 15.998 15.569
H 9.718 14.368 9.379
H 10.064 12.569 11.226
C 6.730 15.492 14.116
O 13.546 17.419 6.717
N 7.247 16.027 8.573
H 6.962 15.123 10.383
O 6.534 16.696 7.860
H 7.286 14.555 13.926
C 10.331 18.501 7.518
C 6.800 11.007 8.557
O 12.327 10.451 12.344
Cl 5.054 15.166 13.702
H 10.026 17.460 7.439
O 8.132 8.014 9.439
H 7.967 16.216 15.832
Cl 6.389 14.799 16.766
H 7.956 16.664 10.505
N 12.648 11.255 13.221
H 11.270 13.447 9.205
H 6.324 16.891 15.651
C 10.595 13.522 11.229
H 6.891 9.956 8.833
N 9.070 7.896 10.237
H 13.922 10.620 5.713
H 13.747 9.356 7.081
O 8.621 18.442 9.135
H 12.560 11.708 15.301
H 9.540 9.975 9.852
O 9.255 20.373 8.418
O 14.299 15.795 5.519
H 7.533 11.222 7.793
C 9.797 9.182 10.543
H 10.974 11.415 14.462
N 7.030 11.880 9.699
H 7.078 16.317 13.500
H 10.878 9.021 10.577
H 5.835 11.298 8.106
H 10.334 18.980 6.560
C 10.688 14.137 9.838
C 12.004 11.110 14.560
O 8.206 11.923 10.085
H 11.320 18.566 8.011
H 15.356 14.878 7.526
H 11.571 13.522 11.728
H 15.417 16.484 8.341
Cl 9.533 14.400 12.316
H 9.440 9.475 11.540
H 6.166 16.743 10.292
O 12.392 12.177 6.883
O 8.094 15.266 8.183
C 7.065 16.167 10.086
N 9.321 19.161 8.436
*
```

Its SMILES is C[N+](=O)[O-].C[N+](=O)[O-].C[N+](=O)[O-].C[N+](=O)[O-].C[N+](=O)[O-].C[N+](=O)[O-].C[N+](=O)[O-].ClCCCl.ClCCCl. For the largest force on an atom, the calculation gives 3.78 eV Å⁻¹. As for the HOMO energy: -0.3921 hartree. The energy above the lowest of the compared OMol25 structures with the same formula, charge and spin is 11.1 kcal per mole. The value obtained for the gap between HOMO and LUMO is 10.26 eV.

natural (NBO) population analysis, charges in e, atoms 1 to 2: 0.2501, 0.2448

---

ORCA calculation (the ωB97M-V functional and the def2-TZVPD basis) on a cluster of 13 separate species, C16H60N26O13P in total.

```
! wB97M-V def2-TZVPD RIJCOSX def2/J DEFGRID3
* xyz 1 1
N 0.900 -3.651 5.691
C 6.228 0.323 1.120
H -7.153 4.696 1.873
H -4.081 2.492 -1.238
C -5.493 5.012 0.677
C -4.826 4.359 -0.675
C 2.241 4.703 3.305
H 6.214 -6.392 -3.062
H 2.343 -5.486 -0.885
H 9.287 -2.047 0.610
N -16.281 2.762 -1.819
H 10.292 -0.718 2.201
C -15.035 2.681 -1.320
N 7.957 -1.315 -2.050
C 4.153 -6.155 -3.228
N 3.419 -3.319 -5.372
N -14.268 3.760 -1.554
H 7.667 -1.797 -4.481
N 10.139 -2.579 0.546
C 1.322 -4.282 0.472
H -1.360 0.877 3.982
O 3.110 -5.893 -2.650
N 1.139 4.443 2.580
H 1.292 6.304 4.235
N 1.649 -5.050 4.077
C 1.345 -4.881 5.376
H 10.184 -3.359 -0.097
N -4.477 2.924 -0.352
N -0.638 1.185 3.344
H 5.170 -0.716 -0.248
H -3.905 4.987 -1.101
N 4.205 -6.443 -4.541
N 1.542 1.876 -2.067
N 6.818 -1.579 -3.987
H 11.933 -1.044 2.674
N 5.125 0.063 0.395
H 3.873 -3.568 -4.502
N 2.126 5.749 4.143
H -6.225 1.745 -1.007
H 2.555 -2.704 -7.630
H 5.054 -6.661 -5.034
H 1.184 3.663 1.936
H 5.943 -1.573 -4.495
H -0.740 2.073 2.882
H 4.187 3.121 -0.820
H -4.786 5.038 1.609
O 7.251 -0.337 1.026
H 0.794 -2.905 5.024
N 6.112 1.369 1.958
H 3.330 -6.436 -5.049
H 0.660 -3.482 6.659
N 1.343 0.824 2.310
N 5.344 -6.178 -2.603
H 3.524 3.353 -2.410
C 2.473 2.100 -1.122
N 11.126 -1.274 2.110
H 5.349 -5.967 -1.614
H 2.933 5.978 4.707
H 1.566 2.284 -2.986
H 0.778 1.260 -1.823
H -5.331 1.130 0.534
H 0.118 -4.928 -1.098
H -2.200 1.778 0.397
H -16.892 1.970 -1.664
H 1.557 -4.328 3.381
H -12.469 1.894 0.004
H -16.631 3.556 -2.328
N -6.834 4.355 0.917
N 0.191 -4.396 -0.247
O 5.421 -3.284 -6.405
H -14.581 4.572 -2.059
H 8.827 -1.528 -2.508
O -2.339 4.163 0.886
H -11.151 1.030 3.132
C 4.208 -3.149 -6.448
C -10.816 1.448 1.187
N 2.376 -4.945 -0.038
H -3.653 2.501 2.207
N 3.465 2.926 -1.501
O 1.465 -5.771 6.203
H -5.634 4.368 -1.534
C 0.414 0.365 3.168
O 12.264 -2.980 1.177
H 7.963 -1.103 -1.060
H 6.920 1.598 2.523
H -7.829 2.429 0.792
C -6.741 2.850 1.045
N -11.471 1.778 0.059
P -3.151 2.770 0.870
N -11.605 1.279 2.263
H 4.110 -2.683 -8.409
H -13.322 3.740 -1.195
H 2.151 0.237 2.149
H -10.915 1.915 -0.774
H 1.276 1.706 1.830
H 0.287 4.975 2.644
O -9.603 1.314 1.230
O 2.423 1.594 -0.013
H -6.537 2.484 2.162
O 5.723 -1.029 -2.097
H 2.419 -3.212 -5.387
C 11.241 -2.320 1.272
H -12.605 1.386 2.247
C 6.766 -1.291 -2.674
H -5.725 6.152 0.413
C -5.712 2.123 -0.004
H 1.988 -5.961 3.797
H 4.274 0.595 0.459
O 1.387 -3.631 1.502
H -0.627 -3.912 0.102
H 5.278 1.924 2.050
O -14.633 1.706 -0.704
N 3.553 -2.820 -7.575
H 3.248 -4.885 0.473
O 3.264 4.043 3.210
O 0.517 -0.709 3.740
*
```

For the largest force on an atom, the calculation gives 7.78 eV Å⁻¹. As for the HOMO energy: -0.3565 hartree. The value obtained for the gap between HOMO and LUMO is 5.93 eV.

Mulliken population analysis, charges in e, atoms 1 to 2: -0.3145, 0.5434

---

ORCA calculation (the ωB97M-V functional and the def2-TZVPD basis) on a cluster of 15 separate species, C6H42NO14 in total.

```
! wB97M-V def2-TZVPD RIJCOSX def2/J DEFGRID3
* xyz 0 2
H -2.910 -0.554 -1.821
H -3.306 -2.650 -3.437
H -0.991 -2.561 -0.603
H -0.714 3.064 5.049
H 3.979 0.897 -0.075
H 0.947 -1.068 0.885
H -3.104 -4.560 -1.620
H -1.883 -3.291 -2.965
H 2.792 -3.175 1.831
H 1.020 1.340 -5.047
O 2.052 1.844 -1.539
H -0.024 3.297 -3.024
H 1.066 1.916 2.394
H -1.517 -0.991 -2.969
N 0.796 -0.243 0.274
H 0.938 -1.215 -1.700
O 3.622 -3.140 2.239
H 0.182 0.539 0.655
O -1.717 1.925 -0.057
C 0.209 -0.764 -1.060
C -3.375 -3.507 -1.402
O 1.447 0.643 -4.539
H -4.827 -3.464 0.260
O 1.142 3.806 0.554
H -0.464 -2.594 1.706
H 1.245 4.468 1.220
H -2.054 -3.264 2.673
O -3.405 0.951 1.703
H 1.671 2.685 -1.327
O 0.563 3.113 -3.760
O -0.681 2.110 4.809
O 2.224 0.175 2.106
H -1.608 -1.018 0.045
H 3.315 3.569 -0.056
O 4.389 0.359 0.596
H 3.637 -3.786 2.935
H -0.392 1.781 2.946
H -3.091 -2.736 1.849
O 0.130 1.937 2.139
H 5.300 0.408 0.828
C -4.203 -2.981 -0.523
H -1.543 1.839 5.201
H -0.066 0.092 -1.665
H 0.585 3.050 0.827
C -1.070 -1.501 -0.810
H 1.768 0.103 0.141
C -2.671 -2.708 -2.519
O -2.135 -2.628 1.947
H 2.065 0.271 -5.181
H 2.234 1.814 -2.522
H -3.035 0.083 1.801
H 0.380 -3.711 1.268
H -4.457 -1.895 -0.606
H 3.005 0.276 1.490
O 4.154 3.155 -0.294
H -2.264 1.952 0.752
H 2.560 -0.709 2.336
H 4.816 3.853 -0.302
C -2.118 -1.272 -2.107
H 0.070 3.566 -4.468
H -3.840 1.206 0.891
H -1.302 2.781 -0.147
O 0.464 -2.882 1.796
*
```

For the largest force on an atom, the calculation gives 3.16 eV Å⁻¹. As for the HOMO energy (alpha / beta): -0.0755 / -0.3479 hartree. The energy above the lowest of the compared OMol25 structures with the same formula, charge and spin is 104.5 kcal per mole. The value obtained for the gap between HOMO and LUMO (alpha / beta) is 2.04 / 9.40 eV. Its expectation value of S² is 0.751.

natural (NBO) population analysis, charges in e, atoms 1 to 2: 0.2158, 0.2148

---

ORCA calculation (the ωB97M-V functional and the def2-TZVPD basis) on a structure of composition C16H34N3NiO3P3S.

```
! wB97M-V def2-TZVPD RIJCOSX def2/J DEFGRID3
* xyz 0 1
H -1.652 -0.183 -2.791
H -0.790 1.111 4.105
H 1.993 3.744 -0.028
H 0.837 1.465 4.751
Ni 0.016 0.718 0.480
C -1.208 4.366 2.528
H -2.657 4.289 0.169
H 0.629 -3.532 -1.935
C -1.933 2.475 -0.544
H -3.917 3.096 -0.291
O -1.397 -2.161 -0.975
H 2.274 -3.553 -1.296
H 2.986 3.266 -1.424
N -2.398 0.034 2.160
H -2.930 -0.887 -0.373
O 0.223 -1.033 -2.437
C 0.823 -4.533 -0.028
H 2.375 2.786 2.310
H -3.785 -2.505 -2.081
H 3.773 0.881 -1.880
H 0.993 -5.525 -0.450
H -2.586 -2.209 0.728
C 2.784 0.461 -1.694
H 3.549 0.214 1.081
H 1.412 -4.442 0.885
C -3.694 -2.798 -1.033
C -0.789 -0.553 -3.346
H 4.104 1.856 0.765
S 0.035 4.293 1.430
C -1.182 -1.655 -4.302
H -0.357 0.297 -3.873
H 0.379 -1.332 3.115
H -3.416 -3.851 -0.989
C 3.227 1.257 1.019
C -2.941 3.239 0.169
C -2.673 -1.944 -0.322
H -0.233 -4.440 0.225
H 2.178 0.548 -2.594
C 1.316 -0.801 2.946
N -1.140 1.875 -1.128
C 2.566 1.712 2.318
H -0.037 2.671 3.769
H -1.621 -2.492 -3.759
N -2.094 4.371 3.282
P 1.987 1.356 -0.328
H 1.204 3.287 -1.537
H 2.875 -0.595 -1.445
C 0.156 1.612 3.909
H -2.968 2.889 1.202
C 1.222 -3.469 -1.023
C -1.480 0.302 1.509
P -0.125 -1.178 -0.866
H -1.913 -1.283 -5.022
C 2.054 3.081 -0.888
O 1.063 -2.159 -0.426
H 3.171 1.472 3.196
H -4.668 -2.679 -0.557
H 1.861 -1.317 2.156
P 0.927 0.903 2.442
H 1.901 -0.802 3.867
H -0.310 -2.012 -4.852
*
```

For the largest force on an atom, the calculation gives 0.54 eV Å⁻¹. As for the HOMO energy (alpha / beta): -0.2651 / -0.2651 hartree. The energy above the lowest of the compared OMol25 structures with the same formula, charge and spin is 21.3 kcal per mole. The value obtained for the gap between HOMO and LUMO (alpha / beta) is 7.44 / 7.45 eV.

natural (NBO) population analysis, charges in e, atoms 1 to 2: 0.1881, 0.2745